Here is a structure of composition C53H129Cl2N3NiO21 from the Open Molecules 2025 dataset. Energies are from ωB97M-V/def2-TZVPD.

Results
Spin multiplicity = 3
LUMO (spin up / spin down) = 0.435 / 0.076 eV
Max |F| = 3.83 eV Å⁻¹

Geometry as XYZ:
```
209
Properties=species:S:1:pos:R:3:lowdin_charge:R:1
Ni 1.536 -2.813 -3.542 0.754
Cl -0.171 -0.698 -1.491 0.736
Cl 2.924 -4.653 -5.688 0.723
O 3.262 -2.353 6.706 -0.008
O 0.451 -0.919 -2.808 -0.346
O -2.358 1.840 0.470 -0.043
O 4.300 -4.801 -5.838 -0.264
O 2.569 -1.375 -4.397 -0.161
O 0.078 -2.803 -5.172 -0.106
O -1.476 6.501 1.478 -0.048
O 2.429 -3.544 -6.492 -0.327
O -0.692 3.683 2.225 -0.101
O 2.651 -4.337 -4.268 -0.387
O 2.177 -5.878 -6.005 -0.304
O 0.074 -4.071 -2.633 -0.083
O -5.784 -5.115 -2.795 -0.044
O -0.749 0.597 -1.449 -0.284
O 0.641 -4.249 4.944 -0.169
O -1.102 -1.773 -1.351 -0.308
O 3.160 0.958 -1.451 -0.073
O 2.743 -2.777 -1.784 -0.077
O 0.630 -3.974 0.165 -0.064
O 2.289 1.468 -4.778 -0.038
O 0.839 -0.806 -0.380 -0.348
N -3.559 1.116 0.916 -0.030
N 2.397 -2.286 5.604 -0.090
N -0.674 6.623 0.265 -0.046
C -4.908 -3.264 -1.422 -0.052
C -1.884 4.920 -0.978 -0.043
C 0.579 3.502 2.852 -0.438
C -0.249 -5.335 -3.286 -0.420
C -1.601 6.410 -0.885 -0.506
C -0.128 -4.954 0.792 -0.483
C -0.063 2.108 -4.541 -0.038
C 0.619 -0.905 4.575 -0.175
C 1.921 0.242 6.199 -0.029
C -5.930 1.309 1.645 -0.150
C -5.667 0.371 2.780 -0.198
C 1.681 3.628 1.752 -0.030
C 3.697 -3.688 -1.267 -0.446
C -3.205 0.324 2.085 -0.498
C -0.268 8.141 -2.115 -0.168
C 0.757 -5.922 1.607 -0.032
C 1.277 2.061 -3.898 -0.484
C -4.718 2.086 1.084 -0.455
C 4.358 -1.231 4.323 -0.022
C 0.016 7.926 0.414 -0.511
C 4.938 -3.507 -2.125 -0.031
C 5.366 1.778 -0.993 -0.055
C 0.481 -1.630 7.021 -0.002
C 0.751 8.150 -0.931 -0.128
C 4.080 -3.390 0.147 -0.046
C 0.751 -5.568 5.415 -0.162
C 1.390 -1.146 5.800 -0.456
C -4.414 3.245 2.012 -0.018
C -5.917 -3.774 -2.418 -0.551
C -1.127 -2.100 -7.196 -0.032
C -5.084 2.551 -0.365 -0.014
C -2.667 1.028 3.298 -0.019
C -1.405 -4.371 1.441 -0.007
C -1.731 -5.613 -3.124 -0.040
C -4.483 -0.461 2.475 -0.149
C 0.738 4.535 3.995 -0.021
C 1.074 7.764 1.568 -0.034
C 3.968 0.939 0.896 -0.046
C -0.816 6.732 -2.142 -0.161
C -2.131 -0.720 1.592 -0.015
C 2.305 -1.990 3.134 -0.137
C -6.118 -2.821 -3.547 -0.057
C 3.253 -2.274 4.346 -0.466
C 1.416 -0.809 3.341 -0.206
C -1.824 -1.430 -4.922 -0.072
C 3.765 -3.721 4.132 -0.008
C 0.538 -6.539 -2.795 -0.030
C -0.918 9.141 0.714 -0.024
C -2.971 7.140 -0.828 -0.015
C -0.688 -1.665 -5.795 -0.429
C 3.953 1.635 -0.474 -0.518
C 1.671 3.437 -3.576 -0.059
C 3.953 -1.384 -4.609 -0.103
H -6.918 -3.847 -1.875 0.156
H -4.667 -1.182 1.662 0.127
H 1.418 4.129 -4.388 0.093
H -5.114 -2.725 -4.031 0.087
H 4.725 -3.943 -3.094 0.061
H -2.061 1.914 2.989 0.078
H -3.445 1.464 3.954 0.081
H -2.002 1.229 -0.177 0.039
H -0.531 -5.639 -0.028 0.120
H 2.531 0.750 5.504 0.050
H -0.103 -1.737 4.339 0.137
H -2.320 -4.882 -3.668 0.072
H -6.732 -3.242 -4.322 0.076
H 4.271 -0.719 -5.450 0.110
H 4.289 1.651 1.649 0.078
H -2.021 -2.764 -7.134 0.094
H 2.537 0.213 7.086 0.076
H -0.211 -2.504 -7.710 0.102
H -3.411 3.595 1.864 0.061
H 5.757 0.682 -1.048 0.107
H -1.322 5.591 1.730 0.050
H 1.152 -5.447 2.550 0.064
H 3.268 -4.689 -1.320 0.148
H -1.653 -1.911 -3.903 0.089
H 2.978 0.610 1.120 0.048
H 2.861 -4.375 4.111 0.065
H -6.519 -1.899 -3.244 0.065
H 1.486 4.579 1.317 0.041
H 3.268 -3.619 0.793 0.055
H -1.501 6.561 -3.058 0.150
H 0.550 2.465 3.202 0.119
H 3.972 -0.187 4.472 0.082
H 5.362 2.235 -2.008 0.089
H 4.775 -4.171 0.412 0.089
H -0.495 1.082 -4.719 0.065
H -3.421 7.300 0.178 0.097
H -0.048 -0.010 4.746 0.126
H 4.270 -3.730 3.177 0.065
H 1.671 -6.301 1.166 0.071
H 2.094 0.030 3.344 0.092
H 0.964 5.492 3.517 0.062
H -4.595 2.879 3.006 0.062
H -5.419 0.979 3.694 0.115
H -2.462 -1.251 0.712 0.063
H -5.113 1.759 -1.021 0.050
H 1.650 6.872 1.322 0.059
H -1.496 -1.173 -7.653 0.089
H 5.979 2.308 -0.274 0.076
H 2.715 3.595 -3.356 0.084
H -5.060 4.118 1.866 0.100
H -5.192 -2.242 -1.118 0.087
H -4.879 -5.314 -3.127 0.094
H 1.331 -3.688 5.351 0.018
H -2.762 -1.826 -5.352 0.081
H -2.000 -5.720 -2.066 0.088
H 4.710 -2.503 0.229 0.095
H -1.970 -6.576 -3.570 0.084
H -1.579 8.922 1.525 0.068
H 0.966 -5.640 6.451 0.068
H -1.979 -0.340 -4.646 0.095
H -1.226 -0.190 1.493 0.045
H 0.556 7.529 2.558 0.086
H -6.114 2.930 -0.438 0.089
H 0.257 -3.108 0.413 0.079
H 2.349 -0.446 -4.358 0.058
H 1.159 3.873 -2.738 0.070
H 0.153 -6.752 1.972 0.081
H -0.801 2.722 -3.965 0.108
H -0.266 9.927 1.107 0.081
H -2.062 0.392 3.927 0.067
H -1.039 4.349 -0.714 0.068
H -6.344 0.685 0.830 0.127
H -4.949 -3.853 -0.500 0.085
H -2.211 4.632 -1.945 0.076
H -2.124 -5.116 1.684 0.077
H 4.280 -2.378 -4.956 0.068
H -3.568 6.594 -1.560 0.081
H 1.565 4.186 4.550 0.056
H 4.896 -1.307 3.376 0.082
H 1.219 9.168 -0.769 0.132
H -0.475 -1.128 7.156 0.084
H 1.492 7.299 -0.975 0.129
H 0.686 -6.466 -1.673 0.094
H 1.618 8.710 1.796 0.088
H -6.672 2.053 1.917 0.122
H 1.620 2.800 0.948 0.097
H 4.445 -4.152 4.902 0.099
H 0.322 -4.196 -1.724 0.044
H 2.489 -2.053 -1.185 0.092
H -1.820 -3.650 0.746 0.065
H 1.525 -6.565 -3.250 0.065
H 0.714 -3.106 -5.832 0.033
H 0.016 -5.145 -4.343 0.122
H 4.717 0.125 0.770 0.082
H 3.019 -1.832 2.308 0.105
H 0.070 2.605 -5.485 0.080
H 0.156 -7.525 -3.019 0.083
H 0.868 -0.776 2.411 0.096
H -2.042 -1.502 2.425 0.105
H -4.243 -1.078 3.250 0.088
H -2.679 4.678 -0.290 0.062
H 0.305 8.380 -3.029 0.113
H 0.256 -2.692 6.861 0.070
H 1.550 -6.102 4.829 0.085
H -0.948 8.947 -1.980 0.079
H -1.521 9.492 -0.112 0.060
H 5.108 -1.417 5.107 0.088
H -2.920 8.136 -1.283 0.065
H 1.620 -2.845 2.980 0.115
H 1.401 1.421 -3.041 0.090
H -3.939 -3.242 -1.844 0.053
H -0.051 -0.739 -5.861 0.140
H 5.839 -3.967 -1.762 0.085
H -1.005 2.908 1.727 0.054
H 3.338 -1.547 7.175 0.058
H 5.089 -2.431 -2.164 0.075
H -1.038 -3.825 2.312 0.076
H 2.237 0.818 -1.092 0.073
H 2.149 1.949 -5.575 0.075
H 3.541 2.633 -0.409 0.114
H -4.475 3.359 -0.712 0.053
H -6.566 -0.193 3.080 0.125
H -0.059 5.987 -2.316 0.096
H -0.091 4.672 4.689 0.086
H 4.498 -1.051 -3.666 0.105
H 1.036 -1.658 7.979 0.084
H -0.168 -6.055 5.300 0.058
H 1.066 0.899 6.392 0.100
H 2.671 3.571 2.260 0.087
```